Record 1
36
Properties=species:S:1:pos:R:3:forces:R:3 method="wB97M-V/def2-TZVPD" orbital_gap_ev=7.101 total_charge=+2
C -0.635155 -1.546041 -5.560477 0.3991 0.0841 0.0654
C -1.927559 -2.183303 -5.099682 -0.0842 -0.2710 -0.2139
H -0.808627 -0.591045 -6.052827 -0.0342 0.0827 -0.0822
H -0.099384 -2.189478 -6.258409 -0.0629 0.0408 -0.0494
H 0.045835 -1.344149 -4.726686 -0.2825 -0.4470 -0.3691
H -2.359073 -1.691584 -4.229512 -0.0989 0.1784 0.1256
H -2.664112 -2.142018 -5.901135 -0.1014 -0.0468 0.0901
H -1.782679 -3.232964 -4.847394 -0.0149 -0.0260 0.0578
Zr -0.201728 0.154924 -0.971388 0.8094 -0.6443 -1.2407
C -0.175975 -1.939710 -0.554015 0.1806 0.2221 0.1710
H -1.234512 -2.203248 -0.707788 -0.1114 -0.1141 -0.0502
H 0.063838 -2.142889 0.502805 -0.0376 0.0291 -0.2701
H 0.439133 -2.560469 -1.204675 -0.0040 -0.0052 -0.0272
I 1.231620 0.341287 -3.311989 -0.6406 0.3720 1.1356
C 3.516981 1.934355 0.690467 0.4163 0.0075 0.0861
C 2.667687 1.227313 -0.146664 -0.9442 -0.1227 0.1530
N 1.409231 0.895505 0.258320 0.0496 0.2417 -0.0272
C 0.979690 1.174027 1.541565 1.0071 0.1371 -0.0280
C 1.883849 1.747442 2.460960 -1.2158 -0.4625 -0.0550
C 3.138545 2.164958 1.999189 0.1735 0.0756 -0.1663
C 1.445643 1.890997 3.816497 -0.5941 0.0204 0.6555
C 0.226601 1.419358 4.238120 0.7823 0.4104 0.2256
C -0.697468 0.814436 3.329813 0.9746 0.5088 -1.0204
C -1.920599 0.258822 3.709089 -0.1626 -0.0219 -0.3279
C -2.755714 -0.259315 2.732434 -0.4082 -0.1132 0.0521
C -2.459783 -0.097246 1.375215 1.3493 0.5294 0.1184
N -1.273617 0.456309 0.999074 -0.2096 -0.5618 0.2334
C -0.349968 0.805782 1.955413 -0.7387 -0.0079 0.2191
H 4.481323 2.265789 0.306275 -0.2255 -0.1621 0.1781
H 2.927547 0.911426 -1.164646 -0.0172 0.3239 0.6302
H 3.796237 2.666990 2.702523 0.0559 -0.0298 -0.1683
H 2.120574 2.402707 4.504066 -0.2617 -0.2250 -0.0426
H -0.100461 1.534278 5.274817 0.3128 -0.0570 -0.2825
H -2.159866 0.259049 4.771980 -0.2041 -0.2311 -0.2837
H -3.657138 -0.786761 3.015657 -0.0907 0.1678 -0.0579
H -3.110918 -0.415538 0.553007 0.0343 0.1175 0.5658



Record 2
47
Properties=species:S:1:pos:R:3:forces:R:3 method="wB97M-V/def2-TZVPD" orbital_gap_ev="5.071 / 5.585" total_charge=+1 multiplicity=2
Ru 0.500679 0.160952 -0.047079 -4.0374 -1.2838 1.2945
O -2.954549 -2.665207 3.217692 -0.0296 -0.2989 0.0363
C -2.874794 -1.482541 3.827702 0.0105 0.4535 -0.0111
C -3.390908 -1.394272 5.124896 0.0320 -0.1193 -0.0977
C -3.379805 -0.198979 5.807451 0.0095 -0.0388 -0.1212
C -2.856322 0.952983 5.216866 0.0792 0.1488 -0.0338
C -2.302566 0.876184 3.960973 -0.0291 0.0473 0.1952
C -2.294443 -0.329794 3.247799 0.1631 -0.0280 -0.1217
C -1.635270 -0.351557 1.942964 -0.7013 -1.2131 0.0251
O -0.871857 0.604862 1.598781 2.1013 0.7414 -1.6366
N -1.895795 -1.387299 1.134044 -0.6315 -0.0542 0.8108
N -1.266451 -1.292967 -0.011992 2.7706 0.4509 -0.1065
C -1.510721 -2.001108 -1.047985 -0.3171 -0.0931 0.1250
C -0.730982 -1.713601 -2.228743 0.0732 -0.1490 -0.2977
C -0.903794 -2.389878 -3.428501 0.0588 0.0490 0.1019
C -0.104152 -2.053303 -4.508500 0.0846 0.0229 0.0134
C 0.832661 -1.040137 -4.370536 -0.0582 -0.0313 0.0273
C 0.927987 -0.385858 -3.154490 0.0440 0.0304 -0.2472
N 0.169950 -0.723032 -2.112130 0.5734 1.0653 0.6847
H -2.624331 -2.586924 2.304457 -0.0042 0.0829 -0.0387
H -3.799792 -2.295407 5.561053 -0.0177 0.0153 0.0166
H -3.786376 -0.154868 6.808876 -0.0283 0.0011 -0.0016
H -2.880061 1.897082 5.742522 0.0259 -0.0152 0.0250
H -1.869765 1.751014 3.495139 -0.0034 0.0005 0.0135
H -2.292414 -2.752502 -1.069892 -0.0999 0.0969 0.1424
H -1.647724 -3.170120 -3.504733 0.0039 -0.0141 0.0368
H -0.204185 -2.581397 -5.446861 -0.0279 0.0078 -0.0057
H 1.478234 -0.757326 -5.188686 -0.0137 0.0465 -0.0001
H 1.625042 0.427359 -3.003586 -0.0135 -0.0231 0.0221
C 2.817470 2.020404 2.363459 -0.1045 0.0397 -0.0774
C 3.189569 1.654750 0.927844 -0.2106 -0.2055 -0.2147
O 4.493015 2.062798 0.539897 0.1540 0.0361 0.1160
P 2.186812 2.569245 -0.306074 0.6417 0.8464 0.0825
O 2.598800 4.084970 -0.181707 -0.1865 0.0130 0.1610
O 2.713714 2.199633 -1.742600 0.1825 0.2709 -0.0705
O 0.701162 2.367466 -0.228047 0.5519 -1.5260 0.1073
P 3.155424 -0.208456 0.783722 0.7771 0.1604 -0.3127
O 2.926963 -0.412227 -0.824071 0.0299 -0.1402 0.3596
O 4.451531 -0.719047 1.231827 -0.0366 0.0710 0.1067
O 1.838028 -0.729024 1.373479 -1.6171 0.7152 -1.0117
H 3.101161 3.048419 2.588084 0.0226 0.0053 -0.0242
H 3.342905 1.352663 3.047955 0.0112 0.0828 0.0566
H 1.744643 1.888700 2.520664 0.0207 -0.0027 0.0774
H 5.137520 1.483378 0.978192 -0.0425 -0.0871 -0.0604
H 2.202790 4.596053 0.539902 0.0583 -0.0728 -0.1002
H 3.613308 2.523472 -1.918099 -0.0922 -0.1109 0.0292
H 3.717222 -0.785018 -1.245462 -0.1772 0.0060 -0.0756



Record 3
38
Properties=species:S:1:pos:R:3:forces:R:3 method="wB97M-V/def2-TZVPD" de_lowest_kcal_mol=20.00 orbital_gap_ev=9.009 smiles="CCc1cc(C(=O)NNC(=S)Nc2ccccc2C)cs1" total_charge=0
C -2.430194 3.233566 4.875385 0.2085 0.0163 0.1068
C -0.952982 3.117695 5.231445 -0.1653 0.0847 0.0951
C -0.161148 2.385636 4.200362 0.5190 -0.0524 0.0978
C -0.560199 1.812854 3.039748 0.0358 -0.0027 -0.0026
C 0.500469 1.202537 2.310312 0.2228 0.2378 0.4746
C 0.243954 0.534094 1.027401 0.2839 -0.4031 -0.5196
O -0.869241 0.351914 0.555924 -0.1859 0.0799 0.0419
N 1.344149 0.082572 0.373077 0.3125 -0.0949 -0.1239
N 1.174759 -0.507227 -0.868484 -0.4131 0.1180 -0.2456
C 2.227632 -0.701487 -1.679299 -0.0205 0.1238 0.4214
S 3.769680 -0.336270 -1.177870 0.6061 0.1090 0.0751
N 1.999765 -1.235315 -2.903669 0.0067 -0.0558 -0.1161
C 0.744223 -1.552327 -3.467528 -0.4266 -0.0577 -0.1193
C 0.397850 -0.951370 -4.675046 -0.0171 0.0252 0.0550
C -0.814835 -1.226508 -5.274567 0.0529 -0.0054 -0.0485
C -1.692760 -2.109590 -4.667762 -0.0513 -0.0445 0.0094
C -1.335622 -2.730098 -3.485911 -0.0375 0.1100 -0.0737
C -0.115000 -2.478959 -2.868658 0.1343 0.0262 -0.0145
C 0.252963 -3.231249 -1.625638 -0.0175 -0.0784 0.0262
C 1.701298 1.327229 2.950288 -0.1809 0.1074 0.1546
S 1.553840 2.178716 4.429073 -0.4444 -0.1266 -0.4047
H -2.955816 3.780504 5.654218 -0.0859 0.0270 0.0212
H -2.880093 2.248450 4.782252 -0.0967 -0.0751 -0.0325
H -2.556672 3.764983 3.935566 -0.0717 0.0400 -0.0943
H -0.846870 2.601619 6.190858 0.0044 0.0832 -0.0055
H -0.527233 4.117829 5.359407 -0.0243 -0.0465 0.0634
H -1.568958 1.801440 2.672181 -0.2328 0.0317 -0.0224
H 2.318662 0.294636 0.572359 -0.1668 0.0295 -0.0514
H 0.206432 -0.496638 -1.177058 0.1237 -0.0075 0.0429
H 2.787378 -1.179987 -3.534512 -0.0254 0.0019 0.2486
H 1.090462 -0.260625 -5.134098 0.0513 0.0998 -0.0135
H -1.074818 -0.751191 -6.207885 -0.0185 0.0457 -0.0806
H -2.647084 -2.324972 -5.123325 -0.0892 -0.0244 -0.0403
H -2.009475 -3.439655 -3.028561 -0.0655 -0.0861 0.0497
H -0.207944 -2.784404 -0.744762 0.0302 -0.0127 0.0894
H 1.329783 -3.247999 -1.478386 0.0451 -0.0322 0.0705
H -0.104797 -4.256174 -1.698875 -0.0058 -0.0616 0.0081
H 2.668440 0.965772 2.662041 0.2053 -0.1295 -0.1424



These records have F_max values of 1.615 4.430 0.716 eV/Å, in the order they appear.
These records have energy values of -28177.5011 -59885.2494 -44019.5622 eV, in the order they appear.